No. 1
DFT (ωB97M-V/def2-TZVPD) results for C27H66N5O18V as an isolated structure.

Results
Electronic energy: -3640.1378 a.u.
Energy above the lowest of the compared OMol25 structures with the same formula, charge and spin: 232.6 kcal/mol
Orbital gap: 2.637 eV
Charge: -2
Highest occupied orbital energy: -2.10 eV

Cartesian coordinates (Å):
O -22.89485 -0.52646 12.48299
V -22.71967 -1.50538 11.21662
O -21.45301 -2.48363 11.62525
O -22.09079 -5.25078 6.27288
C -22.48896 -4.08961 6.65466
O -22.71948 -3.18698 5.86814
O -22.78068 -3.98415 7.87719
H -21.79076 -5.69706 7.06812
O -19.30994 3.04555 9.02067
C -20.16892 2.10033 8.55008
O -20.47343 2.09738 7.35133
O -20.68872 1.31857 9.38692
H -19.14652 2.80163 9.93467
O -27.47890 1.18187 10.09824
C -26.68039 0.89853 9.04934
O -27.00289 1.21744 7.87030
O -25.62694 0.26729 9.15881
H -28.01963 1.85964 9.68614
C -11.51039 0.63929 8.67027
O -12.27495 -0.01771 7.61471
C -13.25073 0.85777 7.01087
C -14.15419 0.09736 6.04627
N -14.77428 -1.10906 6.65537
C -15.95865 -0.78982 7.50630
C -16.32075 -1.98642 8.41315
O -15.19694 -2.49091 9.12917
C -15.54598 -3.37207 10.21770
H -10.99511 -0.03308 9.35620
H -12.27103 1.15258 9.25854
H -10.78490 1.33317 8.24567
H -12.77349 1.72423 6.55304
H -13.89167 1.32114 7.76093
H -13.57859 -0.23118 5.18092
H -15.00426 0.67768 5.68751
H -14.14640 -1.59373 7.28063
H -16.86646 -0.44020 7.01462
H -15.65937 0.05706 8.12382
H -16.84213 -2.72133 7.79982
H -17.11059 -1.67175 9.09523
H -14.61483 -3.58432 10.74304
H -15.92120 -4.27286 9.73201
H -16.21444 -2.96763 10.97776
C -20.63831 -1.47836 18.93547
O -19.47851 -1.88402 18.23045
C -19.51840 -3.18053 17.60354
C -18.06372 -3.75525 17.65190
N -17.75691 -4.46500 18.89107
C -17.78960 -3.60066 20.09611
C -17.17621 -4.17397 21.36430
O -18.03838 -5.01990 22.07158
C -18.98506 -4.40665 22.92861
H -20.69442 -2.06529 19.85224
H -21.57086 -1.60822 18.38629
H -20.54995 -0.44533 19.27182
H -19.88153 -2.93753 16.60494
H -20.21896 -3.84779 18.10562
H -17.39796 -2.93178 17.39354
H -18.11987 -4.37511 16.75706
H -16.91766 -5.00832 18.74761
H -18.78303 -3.18523 20.26520
H -17.21332 -2.70108 19.87991
H -16.82247 -3.43592 22.08419
H -16.32653 -4.78119 21.05219
H -19.83785 -5.07355 23.05550
H -19.28351 -3.42318 22.56555
H -18.68882 -4.27973 23.96988
C -26.06896 -3.81824 14.88290
C -25.37370 -4.88271 13.99971
C -26.02316 -6.34456 13.99222
O -25.28424 -7.28240 13.21341
C -25.83229 -8.59483 13.36637
N -25.27891 -4.38161 12.63269
H -25.91425 -4.13271 15.91502
H -27.14040 -3.73408 14.70115
H -25.62487 -2.82547 14.81018
H -24.40740 -5.00008 14.49020
H -27.05914 -6.25846 13.66445
H -25.91090 -6.75154 14.99715
H -25.21437 -9.30056 12.81118
H -26.85547 -8.59445 12.99060
H -25.94508 -8.92461 14.39914
H -26.21519 -4.24922 12.27780
H -24.94809 -5.15157 12.06896
C -23.25573 -11.43403 7.35973
C -21.98687 -10.59068 7.66715
C -22.23385 -9.69624 8.95978
O -20.97502 -9.22639 9.39577
C -21.07521 -8.42764 10.55734
N -20.90073 -11.52658 7.82086
H -23.21568 -12.00957 6.43494
H -24.13008 -10.78565 7.30315
H -23.40582 -12.11517 8.19736
H -21.75087 -9.92005 6.84091
H -22.66468 -10.25528 9.79042
H -22.90680 -8.89844 8.64553
H -21.72227 -7.57656 10.34501
H -20.13923 -8.10730 11.01497
H -21.64510 -8.87849 11.36977
H -20.62102 -11.99328 6.96993
H -20.08905 -10.96331 8.03055
C -18.63995 6.94180 11.83408
C -19.53625 6.82389 13.01603
C -20.17509 5.43897 13.22041
O -20.89012 5.39006 14.48922
C -21.68482 4.27091 14.66184
N -18.85449 7.31832 14.19090
H -18.17706 7.92356 11.73426
H -19.08102 6.80627 10.84655
H -17.80550 6.24302 11.89325
H -20.38551 7.50716 13.02100
H -19.40230 4.67304 13.28547
H -20.70259 5.14035 12.31451
H -22.48991 4.11018 13.94481
H -22.18758 4.35377 15.62541
H -20.97408 3.44825 14.58325
H -17.93314 6.90938 14.25392
H -19.35034 6.93626 14.98353


No. 2
DFT (ωB97M-V/def2-TZVPD) results for a 8-piece molecular cluster, C27H66N7O8PSi overall.

Results
Structure (SMILES): CCCCO[SiH2]P(C)C.CNC(C)=O.CNC(C)=O.CNC(C)=O.CNC(C)=O.CNC(C)=O.CNC(C)=O.CNC(C)=O
Electronic energy: -2684.5428 a.u.
Orbital gap: 8.309 eV
Charge: 0
Highest occupied orbital energy: -8.05 eV

Cartesian coordinates (Å):
C -0.02062 3.84292 0.95863
C 0.25447 2.34994 1.35677
C 1.43187 1.64822 0.57843
C 2.53825 1.19342 1.58770
O 3.83808 0.97723 1.04024
Si 4.16749 -0.35345 0.03581
P 6.22505 -0.04638 -0.77432
C 6.03718 1.34643 -2.00939
C 6.35808 -1.52506 -1.96208
H 0.83980 4.25395 0.40784
H -0.17669 4.47785 1.85624
H -0.91077 3.94929 0.31705
H 0.49340 2.31422 2.44149
H -0.67154 1.76352 1.23633
H 1.88696 2.34219 -0.15556
H 1.06470 0.78370 -0.00877
H 2.67053 1.98564 2.35255
H 2.21814 0.27864 2.12774
H 3.07774 -0.54262 -0.93292
H 4.23646 -1.59622 0.85569
H 7.05286 1.61829 -2.36536
H 5.42669 1.07130 -2.89034
H 5.60141 2.23597 -1.51892
H 6.95683 -2.32459 -1.48606
H 6.88299 -1.18888 -2.87704
H 5.39010 -1.95169 -2.28340
C 2.77440 -2.13148 -6.94920
N 4.07290 -1.64300 -6.53104
C 4.36537 -0.86525 -5.45661
C 3.22318 -0.42917 -4.59599
O 5.51531 -0.52168 -5.22980
H 2.75126 -3.22269 -6.96000
H 2.52184 -1.76637 -7.94711
H 2.00311 -1.79226 -6.26279
H 4.87906 -1.89043 -7.08161
H 3.61830 0.18952 -3.80362
H 2.51223 0.16109 -5.16698
H 2.69648 -1.28115 -4.16417
C -1.69987 5.91733 -3.91734
N -1.17943 4.64025 -3.46697
C -0.05994 4.38010 -2.73580
C 0.82228 5.52605 -2.28211
O 0.21479 3.23560 -2.42048
H -2.69728 6.09623 -3.50794
H -1.76880 5.94604 -5.00741
H -1.06441 6.73273 -3.60573
H -1.72409 3.82161 -3.70215
H 1.65060 5.11815 -1.70763
H 1.21676 6.08664 -3.12993
H 0.24742 6.20666 -1.65308
C -3.57887 1.54454 -0.13444
N -3.57891 1.92143 -1.53373
C -2.64805 1.59325 -2.47094
C -1.59933 0.59349 -2.07774
O -2.68677 2.06559 -3.60027
H -4.44037 0.92358 0.11974
H -3.57971 2.43143 0.50231
H -2.68301 0.97613 0.09162
H -4.32567 2.50312 -1.87683
H -0.92931 0.44606 -2.91246
H -1.01488 0.94593 -1.22262
H -2.05146 -0.36403 -1.82158
C -7.32508 -2.29487 -1.66115
N -6.14242 -2.14259 -0.84202
C -6.06305 -1.77202 0.46058
C -7.35259 -1.47081 1.18560
O -4.97727 -1.68299 1.01596
H -7.41719 -3.31918 -2.02651
H -7.29499 -1.62004 -2.51839
H -8.21424 -2.06357 -1.08140
H -5.24584 -2.32843 -1.26423
H -7.10498 -1.19009 2.20579
H -7.88984 -0.65057 0.70740
H -8.00813 -2.34274 1.20095
C 5.26447 2.75715 3.54420
N 6.12859 2.78850 4.70467
C 5.81032 3.11771 5.98384
C 4.37653 3.50580 6.26690
O 6.65242 3.09814 6.86605
H 5.22564 1.76119 3.10091
H 5.61064 3.45528 2.77872
H 4.25502 3.04285 3.82653
H 7.09572 2.53558 4.58127
H 4.29751 3.73494 7.32606
H 4.08364 4.38146 5.68549
H 3.69327 2.69101 6.02196
C -1.99915 -2.96151 1.81516
N -1.67183 -2.48370 0.48881
C -0.63082 -2.84020 -0.30549
C 0.33395 -3.87123 0.22637
O -0.50281 -2.35340 -1.42113
H -2.97321 -3.44888 1.81465
H -2.01585 -2.13294 2.52659
H -1.27265 -3.69213 2.15354
H -2.30222 -1.82139 0.06626
H 1.09110 -4.04907 -0.53436
H 0.81802 -3.52216 1.14019
H -0.18151 -4.80423 0.45499
C -5.59912 -4.87363 5.41954
N -4.43329 -4.81483 4.56667
C -3.49357 -5.77569 4.35789
C -3.65348 -7.08502 5.09348
O -2.56005 -5.57563 3.59827
H -6.51524 -4.74472 4.83933
H -5.56151 -4.09942 6.18850
H -5.65000 -5.83792 5.91722
H -4.27216 -3.96838 4.04332
H -2.82491 -7.72850 4.81113
H -3.63900 -6.93361 6.17386
H -4.59342 -7.57243 4.83010